# C6H14O2Si2

C6H14O2Si2 in the gas phase (wB97M-V/def2-TZVPD, the OMol25 dataset).

```
! wB97M-V def2-TZVPD RIJCOSX def2/J DEFGRID3
* xyz 0 1
C -2.8108 -2.1219 1.3834
C -2.2110 -1.3289 0.7020
Si -1.2427 -0.2142 -0.3261
O -1.7954 -1.2234 -1.8947
O -1.8450 1.3047 -0.4992
C -1.6446 2.6536 -0.0172
Si 1.0266 -0.2440 -0.0511
C 1.7914 -1.4215 -1.3836
C 1.7244 1.5666 0.0661
C 1.2948 -1.1912 1.5455
H -3.2731 -2.9232 1.8581
H -1.6985 -0.7045 -2.6634
H -1.8438 2.7530 1.0409
H -2.3176 3.3648 -0.4073
H -0.6491 2.9062 -0.3024
H 1.5300 -1.0175 -2.2961
H 2.8912 -1.5771 -1.4484
H 1.2982 -2.3380 -1.2011
H 1.8602 1.9643 1.0283
H 2.7371 1.7318 -0.4428
H 1.1266 2.2846 -0.4382
H 0.3847 -1.4134 2.1043
H 1.6621 -2.1100 1.4033
H 2.0040 -0.7008 2.2395
*
```

Output
HOMO level (eV): -9.6
Gap between HOMO and LUMO (Ha): 0.3773
Energy above the lowest of the compared OMol25 structures with the same formula, charge and spin (eV): 0.6083
SMILES string: C#C[Si@@](O)(OC)[Si](C)(C)C

# C45H51Cl69N2O2

24 unconnected molecules or ions with the total composition C45H51Cl69N2O2 (wB97M-V/def2-TZVPD, the OMol25 dataset).

```
! wB97M-V def2-TZVPD RIJCOSX def2/J DEFGRID3
* xyz 0 1
C -0.8001 -1.3041 4.5451
C -0.5900 -0.0171 3.9648
C 0.1875 1.2098 3.1499
C 1.5596 1.9612 3.7371
C 2.2357 3.1393 2.7630
C 1.5959 3.5792 1.2932
C 2.3984 4.7274 0.4135
C 2.9837 3.9810 -0.9291
C 4.5777 3.6024 -0.8691
C 5.0186 2.6446 0.3874
C 4.1013 1.3015 0.5930
C 4.7244 -0.0672 -0.0810
C 3.5947 -0.6402 -1.1245
C 3.7334 -2.2579 -1.4516
C 2.3001 -2.6708 -2.2083
C 0.2321 2.8884 0.7011
C -0.3927 1.7260 1.7060
C -1.6797 1.2717 0.7975
O -2.4420 0.1867 1.0632
N -1.8514 2.2279 -0.3992
C -3.2036 2.9110 -0.4748
C -4.4562 1.8908 -0.7924
C -5.8298 1.7872 0.1295
N -4.3724 1.0453 -1.8735
C -0.6244 3.1198 -0.6775
O -0.3643 3.8446 -1.7821
H -1.0822 -2.3790 4.9634
H 2.0411 1.6346 4.7781
H 3.2141 3.6593 3.1405
H 3.2137 5.3014 1.0458
H 1.5843 5.5073 0.0245
H 2.8544 4.7648 -1.8201
H 2.2734 3.0850 -1.1924
H 5.2347 4.5875 -0.7980
H 4.8897 3.0867 -1.8910
H 6.1258 2.2738 0.1488
H 5.0465 3.2516 1.3893
H 3.0001 1.4232 0.2146
H 4.0549 1.0949 1.7661
H 5.7804 0.1249 -0.5648
H 4.8886 -0.9075 0.7473
H 3.6800 -0.0013 -2.1067
H 2.5019 -0.5096 -0.6621
H 3.7486 -2.8956 -0.4432
H 4.6276 -2.5281 -2.1564
H 1.5214 -3.0683 -1.4133
H 2.4555 -3.3892 -3.1195
H 1.8471 -1.6646 -2.6636
H -3.2311 3.7450 -1.3194
H -3.4179 3.4057 0.5695
H -5.6358 2.2018 1.2265
H -6.1941 0.6657 0.2735
H -6.7285 2.4265 -0.3093
H -5.2257 0.4458 -1.9297
C -3.3993 -3.1730 2.0586
Cl -4.3935 -4.0230 3.2539
Cl -2.3961 -1.9427 2.8457
Cl -2.3889 -4.3192 1.1617
H -4.0648 -2.6730 1.3501
C -8.8111 -0.2995 2.1344
Cl -7.6705 -1.5694 1.6591
Cl -7.9889 0.9528 3.0806
Cl -9.5853 0.4076 0.7061
H -9.5868 -0.7495 2.7592
C 8.0168 5.3759 -2.0238
Cl 8.1438 3.8896 -2.9800
Cl 6.8233 6.4743 -2.7370
Cl 7.5925 5.0012 -0.3449
H 8.9899 5.8736 -2.0302
C -6.3832 -1.1849 -4.5847
Cl -6.2562 -2.6713 -5.5409
Cl -7.5767 -0.0865 -5.2978
Cl -6.8075 -1.5596 -2.9058
H -5.4101 -0.6872 -4.5911
C -1.7001 2.8836 6.1387
Cl -0.2172 3.7842 6.4988
Cl -3.1091 3.9564 6.1972
Cl -1.5817 2.0978 4.5552
H -1.8256 2.1087 6.8992
C -5.0979 0.5268 -8.7389
Cl -4.3650 0.5580 -7.1260
Cl -4.2717 1.6621 -9.8197
Cl -5.0566 -1.1127 -9.4094
H -6.1425 0.8357 -8.6485
C 5.8457 -0.5468 -4.4334
Cl 6.3387 -0.8553 -6.1071
Cl 6.6458 0.9047 -3.8068
Cl 4.0849 -0.3832 -4.3235
H 6.1511 -1.3995 -3.8217
C 5.5169 0.2808 4.6252
Cl 5.7820 2.0215 4.4269
Cl 3.9230 -0.1805 4.0038
Cl 6.7927 -0.6395 3.8099
H 5.5516 0.0465 5.6922
C 11.7789 5.1627 -0.8580
Cl 11.1730 5.3501 -2.5126
Cl 11.1088 3.7019 -0.1120
Cl 13.5499 5.1112 -0.8460
H 11.4556 6.0275 -0.2729
C 9.3999 -1.6906 6.6394
Cl 10.8828 -0.7901 6.9995
Cl 7.9909 -0.6178 6.6979
Cl 9.5183 -2.4764 5.0558
H 9.2744 -2.4656 7.3999
C 8.4306 1.3959 -8.1616
Cl 9.5713 0.1260 -8.6368
Cl 9.2528 2.6482 -7.2153
Cl 7.6564 2.1030 -9.5898
H 7.6550 0.9459 -7.5367
C -6.0832 -6.3197 5.7557
Cl -5.9562 -7.8060 4.7995
Cl -7.2767 -5.2213 5.0426
Cl -6.5075 -6.6944 7.4347
H -5.1101 -5.8220 5.7493
C 13.5537 -0.5751 -8.2849
Cl 14.5283 -1.4244 -7.0732
Cl 14.5947 0.1666 -9.5120
Cl 12.3950 -1.6832 -9.0393
H 12.9944 0.2183 -7.7826
C -9.4831 -6.6643 1.7054
Cl -9.2180 -4.9236 1.5072
Cl -11.0770 -7.1256 1.0841
Cl -8.2073 -7.5847 0.8902
H -9.4484 -6.8986 2.7725
C -5.3427 0.1424 5.9390
Cl -5.1246 1.7184 6.7190
Cl -3.7797 -0.5253 5.4381
Cl -6.1789 -0.9793 7.0260
H -5.9592 0.2819 5.0473
C -6.5887 6.0936 7.7096
Cl -5.8050 5.4910 6.2392
Cl -6.5243 4.8741 8.9934
Cl -5.8294 7.6021 8.2457
H -7.6378 6.2983 7.4815
C -12.8596 -0.0835 3.2712
Cl -11.7190 -1.3535 2.7960
Cl -12.0374 1.1688 4.2175
Cl -13.6338 0.6236 1.8430
H -13.6353 -0.5336 3.8961
C -2.1028 7.0794 -1.9948
Cl -1.6098 6.7708 -3.6686
Cl -1.3027 8.5309 -1.3682
Cl -3.8636 7.2430 -1.8850
H -1.7974 6.2266 -1.3831
C -10.9242 -11.0909 1.4699
Cl -9.4210 -10.9598 0.5410
Cl -11.1502 -12.7474 2.0568
Cl -10.9216 -9.9464 2.8224
H -11.7594 -10.8424 0.8101
C 12.3683 -3.5946 -4.9478
Cl 12.4952 -5.0809 -5.9041
Cl 11.1748 -2.4962 -5.6610
Cl 11.9439 -3.9693 -3.2689
H 13.3414 -3.0969 -4.9542
C -7.4317 -3.2303 -11.2225
Cl -7.3048 -4.7166 -12.1787
Cl -8.6252 -2.1319 -11.9357
Cl -7.8561 -3.6050 -9.5436
H -6.4586 -2.7326 -11.2289
C 12.5972 -4.4420 7.6300
Cl 13.0902 -4.7505 5.9563
Cl 13.3973 -2.9905 8.2566
Cl 10.8364 -4.2784 7.7399
H 12.9026 -5.2947 8.2417
C -12.6800 -1.5368 -1.1802
Cl -11.7365 -3.0075 -0.8859
Cl -11.6428 -0.2495 -1.8178
Cl -14.0170 -1.8680 -2.2946
H -13.1000 -1.2010 -0.2286
*
```

Output
HOMO level (eV): -8.6
Gap between HOMO and LUMO (Ha): 0.2545

# C14H16O

2 unconnected molecules or ions with the total composition C14H16O (wB97M-V/def2-TZVPD, the OMol25 dataset).

```
! wB97M-V def2-TZVPD RIJCOSX def2/J DEFGRID3
* xyz 1 2
C -1.5979 3.5103 -0.2257
C -0.7938 0.3433 1.6884
C -0.6990 1.6079 1.1713
C -1.8515 -0.4581 1.2025
C -1.6829 2.1375 0.3218
C -2.8035 -0.0013 0.2404
C -2.7930 1.3140 -0.0650
O -2.2302 -1.5467 1.8199
H -0.0826 -0.0047 2.4105
H 0.1605 2.1713 1.4879
H -1.6360 -1.8048 2.5462
H -3.5800 -0.6676 -0.1096
H -2.5063 4.0591 0.0049
H -1.2279 3.5566 -1.2507
H -3.5873 1.7746 -0.6214
H -0.8189 4.0615 0.3175
C 1.5473 -3.4778 -1.2212
C 2.2233 -1.6068 0.3895
C 1.7434 -2.0368 -0.8377
C 2.3108 -0.2586 0.7208
C 1.4715 -1.0556 -1.8040
C 2.0641 0.6963 -0.2562
C 1.7331 0.2817 -1.5334
H 2.5473 -2.3332 1.1298
H 2.5947 -0.0156 1.7406
H 1.5305 -3.6214 -2.3018
H 0.5454 -3.7704 -0.8920
H 1.1449 -1.3900 -2.7737
H 2.3511 1.7216 -0.1201
H 1.6301 0.9842 -2.3373
H 2.2927 -4.1704 -0.8421
*
```

Output
<S²>: 0.768
HOMO level (alpha / beta) (eV): -11.9 / -11.9
Gap between HOMO and LUMO (alpha / beta) (Ha): 0.3087 / 0.1760
Energy above the lowest of the compared OMol25 structures with the same formula, charge and spin (eV): 0.6919

# C36H31N6O8Ti

A molecular structure, C36H31N6O8Ti (wB97M-V/def2-TZVPD, the OMol25 dataset).

```
! wB97M-V def2-TZVPD RIJCOSX def2/J DEFGRID3
* xyz 0 2
Ti 1.8765 1.7017 -2.4249
C 1.9063 3.6511 1.3739
C 1.6036 3.5188 -0.0893
O 2.1593 2.4959 -0.6806
C 0.8361 4.4503 -0.7431
C 0.6629 4.5064 -2.1606
C 0.2559 5.7948 -2.8050
N 0.9665 3.4656 -2.8781
N 1.1879 3.6618 -4.2685
C 2.3386 3.1368 -4.5656
O 3.1076 2.5218 -3.6917
C 2.8311 3.2262 -5.9635
C 1.9982 3.6958 -6.9779
C 2.4673 3.7726 -8.2776
C 3.7700 3.3841 -8.5711
C 4.5970 2.9152 -7.5628
C 4.1290 2.8308 -6.2584
H 2.6687 2.9319 1.6637
H 1.0045 3.4519 1.9547
H 2.2510 4.6559 1.6157
H 0.4788 5.2889 -0.1603
H -0.2424 6.4353 -2.0797
H -0.3916 5.6179 -3.6610
H 1.1387 6.3181 -3.1766
H 0.9905 3.9984 -6.7315
H 1.8192 4.1363 -9.0640
H 4.1375 3.4457 -9.5870
H 5.6101 2.6111 -7.7904
H 4.7575 2.4572 -5.4622
O 0.2777 -1.3481 -4.9148
C 0.4126 -0.5397 -3.8898
O 1.0148 0.5224 -3.9435
C -0.2931 -0.9867 -2.6269
O 0.2381 -0.3131 -1.5094
C 1.2548 -1.0641 -0.8439
C 2.4741 -1.1284 -1.7725
O 2.7496 -2.1911 -2.2938
O 2.9894 0.0233 -2.0338
H 0.7604 -0.9766 -5.6722
H -0.2345 -2.0721 -2.5285
H -1.3406 -0.6908 -2.7390
H 0.9076 -2.0660 -0.5826
H 1.5402 0.6720 0.2600
C -4.8816 -7.5006 7.8044
O -5.3364 -6.2001 7.4829
C -4.5724 -5.4586 6.6374
C -3.4084 -5.9124 6.0303
C -2.7112 -5.0591 5.1806
C -3.1497 -3.7693 4.9301
C -4.3257 -3.3333 5.5449
C -5.0296 -4.1635 6.3868
C -2.4244 -2.8493 4.0412
N -2.8962 -1.7069 3.6050
C -1.8903 -1.1888 2.8161
C -0.8111 -2.0342 2.7827
N -1.1623 -3.1003 3.5818
C 0.4169 -1.7834 2.0812
C 1.5636 -2.5854 2.1399
C 2.7536 -1.9546 1.7165
C 2.7829 -0.7911 1.0287
N 1.4909 -0.3439 0.4421
C 0.3903 -0.5797 1.3835
C -0.6843 0.3612 1.3888
N -0.5397 1.5136 0.6976
C -1.5444 2.3712 0.7032
C -2.7499 2.1584 1.3784
C -2.9006 0.9893 2.0939
C -1.8623 0.0632 2.1141
H -5.5954 -7.9020 8.5182
H -3.8889 -7.4698 8.2610
H -4.8561 -8.1401 6.9181
H -3.0395 -6.9127 6.1970
H -1.8176 -5.4432 4.7032
H -4.6737 -2.3288 5.3481
H -5.9387 -3.8307 6.8673
H -0.5899 -3.8947 3.7998
H 1.5914 -3.5063 2.6994
H 3.7155 -2.3664 1.9990
H 3.6346 -0.2286 0.6892
H -1.3877 3.2882 0.1446
H -3.5318 2.9026 1.3331
H -3.8073 0.7708 2.6436
*
```

Output
<S²>: 0.754
HOMO level (alpha / beta) (eV): -6.4 / -6.4
Gap between HOMO and LUMO (alpha / beta) (Ha): 0.2391 / 0.2381
Energy above the lowest of the compared OMol25 structures with the same formula, charge and spin (eV): 2.9995

# C46H49NO11S2

3 unconnected molecules or ions with the total composition C46H49NO11S2 (wB97M-V/def2-TZVPD, the OMol25 dataset).

```
! wB97M-V def2-TZVPD RIJCOSX def2/J DEFGRID3
* xyz 0 1
C 2.5605 4.8314 -5.1992
C 3.0345 3.9132 -6.2995
O 3.9467 4.1500 -7.0063
O 2.4098 2.7071 -6.3800
C 0.9716 2.6678 -6.3937
C 0.3709 2.2350 -5.0658
C 1.0009 0.9569 -4.5141
C 0.3101 0.4622 -3.2320
C 0.3169 -1.0660 -3.1344
C -0.4835 -1.7441 -1.9623
C -1.4949 -0.8370 -1.2517
C -1.0003 0.2440 -0.2902
O -2.0881 1.1686 -0.1328
C -0.5722 -0.3464 1.0681
N 0.7009 0.1870 1.5751
C -1.2939 -2.8177 -2.6913
O -2.4184 -2.8199 -3.0195
O -0.4581 -3.8584 -2.9919
C 0.6472 -3.8547 -2.0849
S 0.5815 -5.5444 -1.3989
C 1.8139 -5.6294 -0.1292
O 0.9960 -6.4415 -2.4442
O -0.7175 -5.6642 -0.7852
C 0.3577 -2.7159 -1.0780
C 1.5417 -2.2199 -0.2159
C 2.4343 -1.0758 -0.7200
C 3.5556 -1.5202 -1.6639
S 5.0605 -2.0904 -0.7973
H 3.0684 5.7922 -5.2912
H 2.8106 4.3731 -4.2360
H 1.4770 4.9726 -5.2193
H 0.5761 3.6352 -6.7259
H 0.7132 1.9330 -7.1634
H 0.4760 3.0365 -4.3209
H -0.7041 2.0763 -5.2278
H 0.9904 0.1695 -5.2819
H 2.0608 1.1467 -4.2997
H -0.7197 0.8374 -3.1956
H 0.8399 0.8994 -2.3773
H -0.0854 -1.4384 -4.0871
H 1.3565 -1.4065 -3.1045
H -2.1045 -0.3567 -2.0219
H -2.1828 -1.4812 -0.6855
H -0.1535 0.8109 -0.6982
H -1.7363 2.0712 -0.0787
H -0.5430 -1.4403 1.0210
H -1.3636 -0.0917 1.7833
H 1.2117 0.6776 0.8512
H 0.5394 0.8094 2.3528
H 1.5675 -3.7546 -2.6711
H 2.7020 -5.0674 -0.4208
H 1.3988 -5.2842 0.8200
H 2.0755 -6.6924 -0.0969
H -0.3765 -3.1435 -0.3771
H 1.1576 -1.9508 0.7729
H 2.2092 -3.0687 -0.0407
H 1.8444 -0.2823 -1.1851
H 2.9043 -0.6228 0.1632
H 3.2315 -2.3460 -2.3034
H 3.8824 -0.6991 -2.3094
H 4.4610 -2.3860 0.3630
O -2.7436 -5.6565 6.6644
C -2.2861 -5.1845 5.6463
C -2.0915 -6.0133 4.4231
C -2.4753 -7.3480 4.4521
C -2.3420 -8.1302 3.3165
C -1.8294 -7.5830 2.1458
C -1.4322 -6.2567 2.1132
C -1.5544 -5.4703 3.2526
C -1.1076 -4.0521 3.1985
O -0.5765 -3.5914 2.2052
C -1.3418 -3.2094 4.4102
C -0.9986 -1.8622 4.3653
C -1.2371 -1.0464 5.4572
C -1.8107 -1.5785 6.6071
C -2.1432 -2.9214 6.6636
C -1.9142 -3.7419 5.5659
H -2.8834 -7.7548 5.3673
H -2.6485 -9.1680 3.3392
H -1.7454 -8.1888 1.2527
H -1.0485 -5.8190 1.2033
H -0.5518 -1.4911 3.4531
H -0.9787 0.0042 5.4177
H -2.0002 -0.9420 7.4616
H -2.5893 -3.3494 7.5511
O -1.2228 3.8431 -0.1894
C -0.9241 4.8509 0.4244
C -0.2799 4.7723 1.7657
C -0.0106 3.5154 2.2828
C 0.6071 3.3894 3.5151
C 0.9481 4.5298 4.2368
C 0.6715 5.7891 3.7267
C 0.0551 5.9156 2.4874
C -0.2487 7.2746 1.9513
O 0.0011 8.2719 2.5913
C -0.8708 7.3559 0.5959
C -1.1363 8.6081 0.0562
C -1.6999 8.7127 -1.2047
C -2.0021 7.5677 -1.9335
C -1.7457 6.3164 -1.3993
C -1.1810 6.2052 -0.1340
H -0.2770 2.6548 1.6851
H 0.8339 2.4108 3.9203
H 1.4355 4.4347 5.1982
H 0.9285 6.6842 4.2766
H -0.8947 9.4885 0.6361
H -1.9055 9.6894 -1.6228
H -2.4405 7.6538 -2.9191
H -1.9804 5.4150 -1.9492
*
```

Output
HOMO level (eV): -9.4
Gap between HOMO and LUMO (Ha): 0.2855
SMILES string: CC(=O)OCCCCC[C@@]1(C[C@@H](O)CN)C(=O)O[C@H](S(C)(=O)=O)[C@H]1CCCS.O=C1c2ccccc2C(=O)c2ccccc21.O=C1c2ccccc2C(=O)c2ccccc21

# C4H9N

C4H9N in the gas phase (wB97M-V/def2-TZVPD, the OMol25 dataset).

```
! wB97M-V def2-TZVPD RIJCOSX def2/J DEFGRID3
* xyz 0 1
C -1.3344 2.1068 0.5597
C -0.8592 0.6837 0.5258
C 0.2910 0.2468 -0.0268
C 0.7986 -1.2098 0.1424
N 1.0726 -1.8452 -1.0902
H -0.8404 2.7191 -0.2860
H -2.4894 2.1724 0.3951
H -1.0783 2.3834 1.6441
H -1.5123 -0.1511 0.9490
H 0.9835 1.0045 -0.4180
H 1.6735 -1.3128 0.8160
H -0.0567 -1.7963 0.6798
H 2.0912 -1.5947 -1.5524
H 0.3440 -1.4736 -1.8032
*
```

Output
HOMO level (eV): -8.8
Gap between HOMO and LUMO (Ha): 0.3688
Energy above the lowest of the compared OMol25 structures with the same formula, charge and spin (eV): 1.4851
SMILES string: C/C=C/CN